1.
A 5-piece molecular cluster, H8IO4 overall. Source: OMol25; level of theory: the ωB97M-V functional and the def2-TZVPD basis.

LUMO: 3.4155 eV
Energy above the lowest of the compared OMol25 structures with the same formula, charge and spin: 39.37 kJ/mol
E_HOMO: -4.61 eV
Maximum force: 0.58 eV/A

ORCA input file:
```
! wB97M-V def2-TZVPD RIJCOSX def2/J DEFGRID3
* xyz -1 1
I -0.35552 -0.67804 0.24127
O 0.32999 -0.88293 -3.41342
H 1.28222 -0.79724 -3.51602
H 0.19629 -0.91339 -2.44638
O -3.74628 -2.33809 0.72049
H -2.83886 -2.02133 0.55978
H -3.93728 -2.05079 1.61782
O 0.44540 2.82287 0.45444
H -0.44619 3.18086 0.50586
H 0.33727 1.88443 0.72070
O 2.91062 0.96822 1.37871
H 3.60837 0.53228 1.87883
H 2.21397 0.29315 1.29793
*
```

The net atomic charges from natural (NBO), expressed in e, are: -0.947 -0.970 0.455 0.500 -0.968 0.501 0.456 -0.964 0.453 0.494 -0.952 0.451 0.493

---

2.
C16H12N4OPtS2 as an isolated structure. Source: OMol25; level of theory: the ωB97M-V functional and the def2-TZVPD basis.

LUMO (alpha / beta): -6.8903 / -10.5570 eV
E_HOMO (alpha / beta): -15.08 / -16.47 eV
Maximum force: 0.33 eV/A

ORCA input file:
```
! wB97M-V def2-TZVPD RIJCOSX def2/J DEFGRID3
* xyz 2 5
Pt -0.35889 0.27677 -0.15708
C 3.87884 -0.08539 -2.24225
C 2.82133 0.49209 -1.35550
O 1.73211 -0.09372 -1.19864
N 3.08372 1.66402 -0.76227
C 2.09090 2.38642 0.01893
C 0.99881 2.92581 -0.87548
C 1.11171 4.14489 -1.51639
C 0.13886 4.53676 -2.42236
C -0.93565 3.69583 -2.67754
C -1.00034 2.49556 -2.00930
N -0.05637 2.12720 -1.12235
H 3.75879 -1.16299 -2.30466
H 4.88126 0.15831 -1.89347
H 3.75061 0.32949 -3.24454
H 3.98021 2.09438 -0.92683
H 2.58584 3.19497 0.54926
H 1.67290 1.71446 0.76957
H 1.95731 4.78479 -1.30033
H 0.22254 5.48544 -2.93643
H -1.71037 3.96406 -3.38157
H -1.81545 1.80213 -2.17567
S -2.39051 -0.14708 0.92484
C -2.23174 -1.72868 1.55469
C -3.26666 -2.20767 2.35782
C -3.19477 -3.49115 2.92527
C -4.26016 -3.95342 3.76240
N -5.11307 -4.31622 4.44177
C -2.08931 -4.30126 2.66581
C -1.05764 -3.83497 1.83251
C -1.10761 -2.55716 1.28072
S 0.19018 -2.06156 0.28830
C -1.99640 -5.60722 3.24395
N -1.92167 -6.65376 3.71306
H -4.13360 -1.58809 2.55196
H -0.21572 -4.48303 1.62181
*
```

The net atomic charges from Löwdin, expressed in e, are: 0.849 0.042 -0.474 -0.154 0.108 -0.094 -0.233 0.027 0.014 -0.002 -0.087 -0.083 0.102 0.101 0.112 0.165 0.145 0.108 0.138 0.136 0.132 0.123 0.840 -0.641 0.024 -0.114 -0.125 0.262 -0.112 0.024 -0.646 0.890 -0.124 0.263 0.143 0.143

---

3.
An isolated ion of composition C2H7N4O and charge +1. Source: OMol25; level of theory: the ωB97M-V functional and the def2-TZVPD basis.

LUMO (alpha / beta): -4.4856 / -4.4870 eV
Energy above the lowest of the compared OMol25 structures with the same formula, charge and spin: 562.16 kJ/mol
E_HOMO (alpha / beta): -13.05 / -13.05 eV
Maximum force: 4.29 eV/A

ORCA input file:
```
! wB97M-V def2-TZVPD RIJCOSX def2/J DEFGRID3
* xyz 1 1
C 0.75900 -1.62657 1.05453
C 0.22164 -0.93429 -0.12013
N 1.82426 -1.46250 -1.65952
N 0.75164 -0.96045 -1.34892
N -0.80890 0.03028 -0.03262
N -0.46778 1.08141 1.00467
O 1.73676 -2.30626 1.16535
H -0.02282 -1.69033 1.80882
H 0.23490 0.52179 1.53898
H 2.41820 -1.28760 -2.46558
H -1.57334 -0.44571 0.41817
H -1.23034 1.18896 1.61196
H 0.18175 -0.34594 -2.03583
H -0.21901 1.93968 0.62376
*
```

The net atomic charges from natural (NBO), expressed in e, are: 0.287 -0.042 -0.343 -0.107 -0.415 -0.537 -0.435 0.107 0.448 0.399 0.379 0.428 0.392 0.438

---

4.
C37H27GaN2O4P2Te as an isolated structure. Source: OMol25; level of theory: the ωB97M-V functional and the def2-TZVPD basis.

LUMO: -0.4650 eV
Energy above the lowest of the compared OMol25 structures with the same formula, charge and spin: 2.04 kJ/mol
E_HOMO: -7.97 eV
Maximum force: 0.56 eV/A

ORCA input file:
```
! wB97M-V def2-TZVPD RIJCOSX def2/J DEFGRID3
* xyz 0 1
Ga 0.17158 -0.14027 0.10521
O -1.81672 3.34872 -0.53717
C -1.25346 2.27567 -0.54499
O -0.36848 1.82114 0.27919
C -1.57577 1.27943 -1.66280
C -2.42611 1.44203 -2.74097
C -2.53484 0.39144 -3.64767
C -1.80508 -0.78450 -3.48069
C -0.97952 -0.87106 -2.37821
N -0.91253 0.14343 -1.52983
C -0.06656 -2.02396 -1.97604
O -0.02344 -3.02469 -2.65018
O 0.61912 -1.77351 -0.89339
H -2.97187 2.36736 -2.85513
H -3.19221 0.49143 -4.50170
H -1.86361 -1.60911 -4.17597
Te 0.94492 -1.39609 4.83561
C 0.67457 0.33520 6.04305
C 1.67944 1.28852 6.14225
C 1.45706 2.42516 6.90725
N 0.32773 2.65823 7.57087
C -0.62211 1.72957 7.49327
C -0.49810 0.56071 6.75386
C 0.53525 -0.59981 2.95917
P 1.73390 0.05436 1.88471
C 3.25690 -0.92357 1.91553
C 3.29198 -2.09012 1.15157
C 4.39504 -2.92645 1.21110
C 5.46676 -2.60533 2.03419
C 5.43593 -1.44651 2.79544
C 4.33409 -0.60516 2.73676
C 2.22875 1.75671 2.24529
C 3.34423 2.31722 1.62341
C 3.66184 3.64792 1.83746
C 2.86564 4.42726 2.66873
C 1.74857 3.87666 3.27712
C 1.42703 2.54462 3.06002
P -0.95439 -0.82154 2.09603
C -1.60993 -2.49667 2.31045
C -0.90728 -3.54474 1.71525
C -1.34060 -4.85050 1.87157
C -2.47747 -5.11858 2.62418
C -3.18027 -4.07992 3.21555
C -2.75115 -2.76906 3.05753
C -2.30951 0.28270 2.56650
C -2.20124 1.12219 3.66624
C -3.22122 2.01511 3.96491
C -4.34759 2.07630 3.15862
C -4.45837 1.24253 2.05259
C -3.44229 0.34899 1.75693
H 2.61961 1.16217 5.62084
H 2.22470 3.18788 6.98413
H -1.53295 1.92818 8.04851
H -1.31104 -0.15418 6.73205
H 2.46190 -2.33675 0.49881
H 4.42010 -3.82600 0.61009
H 6.32794 -3.25943 2.07987
H 6.26866 -1.19671 3.44001
H 4.31354 0.29809 3.33356
H 3.96664 1.71317 0.97292
H 4.52813 4.07996 1.35349
H 3.11426 5.46771 2.83368
H 1.12129 4.48263 3.91815
H 0.54475 2.11376 3.51543
H -0.02469 -3.33416 1.12127
H -0.79533 -5.65823 1.40128
H -2.81564 -6.13943 2.74673
H -4.06407 -4.28793 3.80464
H -3.30128 -1.96123 3.52328
H -1.31039 1.08303 4.27951
H -3.12951 2.67121 4.82133
H -5.13666 2.78180 3.38381
H -5.33127 1.29872 1.41540
H -3.52895 -0.29865 0.88957
*
```

The net atomic charges from Löwdin, expressed in e, are: 0.406 0.091 -0.563 -0.066 -0.127 0.037 -0.012 0.036 -0.131 0.097 -0.539 0.106 -0.082 0.127 0.115 0.127 1.268 -0.564 -0.141 -0.152 0.060 -0.154 -0.147 -0.995 0.877 -0.356 -0.079 -0.070 -0.079 -0.075 -0.096 -0.349 -0.092 -0.077 -0.076 -0.064 -0.086 0.875 -0.349 -0.084 -0.070 -0.080 -0.077 -0.080 -0.355 -0.074 -0.061 -0.074 -0.072 -0.098 0.089 0.106 0.104 0.093 0.085 0.107 0.104 0.105 0.103 0.111 0.104 0.104 0.109 0.086 0.096 0.107 0.104 0.104 0.105 0.067 0.106 0.104 0.105 0.113